Here is one molecule with the formula C5H8O from the OMol25 dataset. Energies are from ωB97M-V/def2-TZVPD.

Summary:
* LUMO: 0.9 eV
* molecular weight: 84.12 g mol⁻¹
* E_tot: -7358.489 eV
* HOMO energy: -8.64 eV
* energy relative to the best compared isomer or geometry (same formula, charge and spin): 363.4 kJ/mol

Each atom is followed by the atoms it is bonded to, with distances in Å.
CARTESIAN COORDINATES (ANGSTROEM)
1 C -1.63 0.16 0.33  C2 1.529, H7 1.095, H8 1.094, H9 1.097
2 C -0.55 -0.89 0.06  C1 1.529, C3 1.550, H10 1.095, H14 1.104
3 C 0.76 -0.41 -0.62  C2 1.550, C4 1.525, C6 1.548, H11 1.094
4 C 1.24 0.98 -0.22  C3 1.525, O5 1.454, H12 1.093, H13 1.091
5 O 2.03 0.34 0.82  C4 1.454, C6 1.335
6 C 1.88 -0.89 0.34  C3 1.548, O5 1.335
7 H -1.28 0.92 1.04  C1 1.095
8 H -2.49 -0.32 0.79  C1 1.094
9 H -1.98 0.68 -0.57  C1 1.097
10 H -0.97 -1.70 -0.55  C2 1.095
11 H 0.81 -0.67 -1.68  C3 1.094
12 H 0.53 1.72 0.14  C4 1.093
13 H 1.95 1.44 -0.91  C4 1.091
14 H -0.30 -1.35 1.03  C2 1.104

Atomic partial charges in e from the natural (NBO) method, atoms 1 to 8:
1. C -0.609
2. C -0.395
3. C -0.402
4. C -0.081
5. O -0.472
6. C 0.301
7. H 0.202
8. H 0.219